67
Properties=species:S:1:pos:R:3:nbo_charge:R:1 method="wB97M-V/def2-TZVPD" total_charge=+3 mol_weight_g_mol=559.46 spin_multiplicity=1
Y 0.0025 -0.9087 -0.4906 2.26
Be -0.8054 4.6853 0.1215 1.76
S -0.2532 1.9871 0.0013 2.62
O -0.0715 0.9204 0.9802 -1.00
O -1.4829 2.8253 0.2948 -1.13
O 0.7606 3.0215 -0.0671 -1.03
O -0.2711 1.1419 -1.1992 -1.01
C 3.0840 0.1920 0.9327 0.57
O 2.3194 -0.2908 0.0849 -0.74
N 4.3836 -0.0732 1.0378 -0.37
C 5.1528 0.3256 2.2050 -0.43
C 4.9685 -1.0288 0.0921 -0.44
H 2.7826 0.8502 1.7592 0.14
H 4.6166 1.0004 2.8784 0.22
H 6.0444 0.9091 1.9827 0.24
H 5.3445 -0.4938 2.8984 0.23
H 4.5888 -0.8613 -0.9127 0.22
H 6.0138 -0.7327 -0.0253 0.23
H 4.9976 -2.0715 0.4022 0.23
C -3.0948 -1.3541 1.1480 0.55
O -2.1886 -0.8768 0.4209 -0.77
N -3.8600 -0.5326 1.8571 -0.37
C -5.1523 -1.0556 2.4161 -0.40
C -3.7781 0.8921 1.6754 -0.45
H -3.1995 -2.4424 1.1252 0.19
H -5.2715 -0.8143 3.4690 0.23
H -5.1427 -2.1352 2.2807 0.22
H -5.9432 -0.6148 1.8117 0.22
H -4.4169 1.5973 2.2113 0.25
H -2.8474 1.3459 2.0220 0.22
H -3.9721 1.1195 0.6305 0.21
C 1.8061 -0.2550 -3.5020 0.58
O 1.2822 -0.5636 -2.4267 -0.75
N 2.8438 0.5456 -3.7262 -0.37
C 3.5701 0.4420 -5.0050 -0.41
C 3.4631 1.3343 -2.6976 -0.43
H 1.3571 -0.6889 -4.4066 0.15
H 3.7792 1.4639 -5.3221 0.22
H 3.0677 -0.0901 -5.8079 0.24
H 4.5268 -0.0291 -4.7776 0.22
H 4.4626 1.0042 -2.4175 0.22
H 3.4251 2.3581 -3.0737 0.22
H 2.8201 1.3114 -1.8181 0.23
C -2.1202 -0.4571 -3.3228 0.57
O -1.5309 -1.0013 -2.3724 -0.75
N -3.2391 0.2564 -3.1503 -0.37
C -3.7705 1.0644 -4.2721 -0.41
C -3.8605 0.5416 -1.8643 -0.43
H -1.7138 -0.5201 -4.3375 0.16
H -3.2161 0.7967 -5.1687 0.23
H -3.5068 2.0924 -4.0117 0.19
H -4.8498 1.0301 -4.3993 0.23
H -4.9016 0.6304 -2.1656 0.23
H -3.6551 -0.3704 -1.3082 0.23
H -3.3790 1.3849 -1.3719 0.20
C 0.3638 -2.3165 2.7759 0.57
O 0.2341 -1.8530 1.6212 -0.78
N -0.0682 -1.6582 3.8368 -0.36
C -0.4148 -0.2591 3.9301 -0.44
C 0.1221 -2.2928 5.1553 -0.43
H 0.7107 -3.3382 2.9578 0.18
H 0.4425 0.3495 4.2243 0.22
H -1.1880 -0.0658 4.6726 0.23
H -0.7827 0.1360 2.9864 0.24
H 0.4136 -3.3346 5.0189 0.22
H 0.9661 -1.8978 5.7228 0.22
H -0.7683 -2.2774 5.7795 0.23


61
Properties=species:S:1:pos:R:3:nbo_charge:R:1 method="wB97M-V/def2-TZVPD" total_charge=-1 mol_weight_g_mol=445.38 relative_energy_kj_mol=85.4 spin_multiplicity=1
Br 0.2858 -0.9726 -0.0661 -0.93
C 0.8336 1.4561 2.6753 -0.69
C 0.1759 2.8552 2.7295 0.67
O 0.0402 3.4033 3.8537 -0.68
N -0.3591 3.3936 1.6429 -0.65
C -1.1350 4.6169 1.5463 -0.41
H 0.2798 0.7247 2.3678 0.23
H 1.1307 1.0556 3.6485 0.23
H 1.6148 1.4449 1.8998 0.21
H -0.1158 3.0011 0.6930 0.42
H -0.6054 5.4859 1.8983 0.21
H -2.2202 4.5614 1.8888 0.19
H -1.1609 4.7921 0.4891 0.19
C 1.1967 0.3518 -3.7987 -0.69
C 0.0631 -0.5362 -4.2527 0.65
O -0.4240 -0.3670 -5.4235 -0.70
N -0.2678 -1.5672 -3.5388 -0.58
C -1.2917 -2.5530 -3.8339 -0.38
H 0.9575 0.5851 -2.8616 0.21
H 1.2250 1.3166 -4.4363 0.24
H 2.2258 -0.1382 -3.8981 0.23
H 0.0846 -1.5580 -2.6487 0.41
H -1.6721 -2.8744 -3.0616 0.18
H -0.7563 -3.2632 -4.3761 0.19
H -2.0136 -2.1814 -4.5361 0.22
C -3.5545 -2.8579 0.5544 -0.73
C -3.8839 -1.5486 1.2210 0.67
O -4.9026 -1.2658 1.6467 -0.61
N -2.8540 -0.7436 1.4174 -0.63
C -3.0368 0.6830 1.9123 -0.45
H -2.8706 -3.5270 1.1839 0.23
H -2.9735 -2.8611 -0.3664 0.23
H -4.3486 -3.5637 0.3009 0.23
H -1.9727 -0.8805 1.0204 0.42
H -2.2046 1.4137 1.8375 0.22
H -3.4725 0.7003 3.0728 0.20
H -3.8006 1.3407 1.3666 0.19
C 3.6133 -2.8408 -0.1922 -0.71
C 3.4049 -3.7475 0.9537 0.68
O 4.2275 -4.5131 1.3482 -0.63
N 2.1105 -3.6866 1.5138 -0.64
C 1.8594 -4.1151 2.9388 -0.40
H 3.5528 -3.4051 -1.0629 0.23
H 4.5896 -2.1490 -0.0528 0.22
H 2.8462 -2.1116 -0.1157 0.25
H 1.3949 -3.0343 1.3226 0.41
H 2.3893 -4.8194 3.2257 0.20
H 0.8038 -3.9227 3.0456 0.20
H 2.3041 -3.4329 3.5153 0.18
C 2.6213 2.7857 -0.6221 -0.70
C 1.1984 3.1337 -1.0148 0.68
O 1.0635 4.1819 -1.7561 -0.64
N 0.2019 2.3063 -0.6208 -0.68
C -1.1748 2.5015 -1.0048 -0.41
H 2.7710 2.4240 0.3064 0.22
H 3.3947 3.4450 -0.6739 0.24
H 2.7648 1.8483 -1.2730 0.23
H 0.7089 1.4725 -0.5554 0.46
H -1.5150 1.7293 -1.5267 0.22
H -1.5046 3.4062 -1.4269 0.24
H -1.8430 2.6211 -0.0404 0.19


62
Properties=species:S:1:pos:R:3:nbo_charge:R:1 method="wB97M-V/def2-TZVPD" mol_weight_g_mol=561.07 relative_energy_kj_mol=0.0 smiles=COCCNCCOC.ClCCCl.ClCCCl.ClCCCl.ClCCCl.CO spin_multiplicity=1
C -0.0404 -3.9817 -11.0835 -0.25
O 1.0466 -4.8628 -11.1785 -0.55
C 2.2888 -4.2376 -10.9534 -0.07
C 3.3939 -5.1091 -11.5494 -0.25
N 3.5645 -6.3027 -10.7110 -0.66
C 4.3278 -7.3492 -11.3910 -0.24
C 5.8029 -6.9672 -11.6102 -0.08
O 6.4007 -7.8350 -12.5362 -0.53
C 6.1167 -7.4832 -13.8579 -0.25
H 0.0546 -3.1358 -11.7686 0.17
H -0.1885 -3.5351 -10.0931 0.16
H -0.9694 -4.5094 -11.2845 0.20
H 2.4795 -4.1772 -9.8725 0.16
H 2.3208 -3.1909 -11.2697 0.19
H 4.3038 -4.4992 -11.5729 0.20
H 3.2640 -5.3654 -12.6101 0.19
H 2.6073 -6.5462 -10.4754 0.39
H 3.8710 -7.6378 -12.3446 0.17
H 4.3230 -8.2014 -10.7100 0.21
H 6.2355 -6.9900 -10.6091 0.21
H 5.9267 -5.9316 -11.9480 0.16
H 6.3567 -8.2746 -14.5645 0.20
H 6.6698 -6.5880 -14.1664 0.16
H 5.0682 -7.2366 -14.0661 0.16
Cl 3.2745 -8.3208 -5.6460 -0.05
C 3.5748 -7.2937 -7.0230 -0.41
C 2.2828 -6.7767 -7.6365 -0.39
Cl 1.3506 -8.0743 -8.4320 -0.06
H 4.1070 -7.8901 -7.7666 0.22
H 4.3040 -6.5491 -6.7113 0.24
H 2.3742 -5.8779 -8.2403 0.23
H 1.6421 -6.4447 -6.8163 0.22
Cl 5.1503 -2.1087 -12.4990 -0.05
C 6.7987 -1.4958 -12.5338 -0.40
C 7.3845 -1.2959 -11.1389 -0.38
Cl 6.7995 0.2797 -10.5092 -0.06
H 6.8424 -0.5881 -13.1287 0.23
H 7.3898 -2.2488 -13.0580 0.22
H 8.4658 -1.4124 -11.1655 0.23
H 7.0167 -2.0515 -10.4483 0.23
Cl 8.5116 -2.5875 -7.3783 -0.08
C 9.4102 -4.0659 -6.8857 -0.38
C 8.4452 -4.9924 -6.1690 -0.38
Cl 7.9203 -4.3039 -4.5859 -0.08
H 10.2738 -3.7727 -6.2971 0.23
H 9.7872 -4.5203 -7.7998 0.23
H 8.9026 -5.9651 -5.9890 0.22
H 7.4876 -5.1909 -6.6414 0.24
Cl 4.0281 -0.7797 -8.3586 -0.07
C 4.6390 0.4750 -7.2284 -0.38
C 3.5345 1.4369 -6.8327 -0.39
Cl 3.0973 2.4487 -8.2321 -0.06
H 5.4245 1.0660 -7.6932 0.23
H 5.0105 -0.1273 -6.4041 0.23
H 3.8936 2.1295 -6.0746 0.22
H 2.6502 0.9101 -6.4852 0.22
C 5.2489 -3.8787 -8.4900 -0.26
O 5.4770 -5.2286 -8.8872 -0.79
H 5.4568 -3.2836 -9.3869 0.16
H 4.2580 -3.6595 -8.0934 0.16
H 6.0475 -3.6274 -7.7981 0.19
H 4.8586 -5.4931 -9.6026 0.50


63
Properties=species:S:1:pos:R:3:nbo_charge:R:1 method="wB97M-V/def2-TZVPD" total_charge=-1 mol_weight_g_mol=503.34 relative_energy_kj_mol=0.0 spin_multiplicity=1
C -3.1598 2.0816 -1.2191 -0.67
C -2.8177 1.0530 -2.2802 -0.14
F -3.8979 0.1382 -2.3861 -0.41
Nb -2.4059 2.0739 -4.2794 1.60
C -1.0231 2.6727 -5.9690 -0.50
O -1.3686 3.9606 -6.4924 -0.30
O -1.0299 4.9478 -5.5148 -0.44
H -2.2624 2.6651 -1.0072 0.23
H -3.5063 1.5884 -0.3011 0.19
H -3.9257 2.7949 -1.5480 0.21
H -1.9597 0.4806 -1.9184 0.15
H -3.6554 1.0665 -5.2159 -0.43
H -3.6592 3.4464 -4.3582 -0.45
H -1.2337 2.9783 -3.1304 -0.45
H -1.2671 0.6150 -4.5025 -0.40
H 0.0345 2.7019 -5.6611 0.16
H -1.0786 1.9833 -6.8193 0.20
H -0.0935 5.0863 -5.7212 0.44
C 3.9041 0.5298 -1.7740 -0.64
C 3.1165 1.7232 -1.2815 -0.07
O 1.7738 1.3585 -0.9269 -0.48
C 1.6198 0.7593 0.2487 0.99
O 2.4827 0.5477 1.0674 -0.67
O 0.3357 0.4333 0.3681 -0.49
C 0.0004 -0.2954 1.5492 -0.26
H 3.3788 0.0463 -2.5978 0.22
H 4.8849 0.8545 -2.1250 0.21
H 4.0424 -0.1988 -0.9762 0.22
H 2.9899 2.4639 -2.0684 0.20
H 3.5993 2.2003 -0.4282 0.19
H 0.3380 0.2317 2.4397 0.19
H 0.4451 -1.2899 1.5200 0.19
H -1.0824 -0.3761 1.5494 0.20
C 1.1823 -6.4933 -2.7260 -0.64
C 1.4343 -5.8364 -1.3865 -0.07
O 1.6242 -4.4197 -1.5073 -0.51
C 0.4925 -3.7079 -1.6696 0.98
O -0.6199 -4.1742 -1.6693 -0.65
O 0.8212 -2.4379 -1.8017 -0.50
C -0.2760 -1.5278 -2.0403 -0.27
H 1.9868 -6.2540 -3.4223 0.21
H 1.1351 -7.5768 -2.6052 0.21
H 0.2405 -6.1493 -3.1500 0.23
H 2.3628 -6.1952 -0.9440 0.18
H 0.6194 -6.0344 -0.6902 0.19
H -1.0431 -1.6436 -1.2783 0.19
H -0.6970 -1.6969 -3.0284 0.21
H 0.1436 -0.5291 -1.9955 0.22
C 2.0178 0.6028 6.0169 -0.64
C 1.3075 -0.0741 7.1648 -0.07
O 0.3161 0.7855 7.7655 -0.50
C -0.8248 0.8849 7.0841 0.98
O -1.1037 0.2932 6.0722 -0.65
O -1.6221 1.7425 7.7229 -0.50
C -2.8773 1.9762 7.0714 -0.26
H 2.4547 1.5478 6.3412 0.21
H 2.8149 -0.0376 5.6388 0.22
H 1.3276 0.8052 5.1996 0.23
H 1.9951 -0.3009 7.9774 0.19
H 0.8320 -1.0017 6.8483 0.20
H -3.3892 1.0365 6.8763 0.20
H -2.7254 2.5062 6.1328 0.19
H -3.4492 2.5876 7.7621 0.19


no.,E_LUMO (eV)
1,-13.44
2,2.63
3,0.48
4,2.15